C2H13N2O3 | wB97M-V/def2-TZVPD

The highest occupied orbital energy is -12.235 eV. The value obtained for the orbital gap is 9.1349 eV. For the energy relative to the best compared isomer or geometry (same formula, charge and spin), the calculation gives 289.05 kJ/mol. For the largest force on an atom, the calculation gives 6.9 eV Å⁻¹. Its net charge is +1.

CARTESIAN COORDINATES (ANGSTROEM)
C (0.3905, -0.4709, -0.9325)
C (-0.8923, -0.9249, -0.5727)
N (-1.5197, -1.8564, -1.3432)
N (1.1162, 0.4489, -0.1286)
H (0.8196, -0.6496, -1.8242)
H (-1.5146, -0.3835, 0.2799)
H (-2.3853, -2.2532, -1.0298)
H (-1.1339, -2.3084, -2.1769)
H (0.7874, 0.7746, 0.8637)
H (1.5032, 1.2016, -0.6469)
H (2.0679, 0.0275, 0.2411)
H (0.2812, 1.3205, 3.4135)
H (-1.0742, 0.9620, 3.0806)
O (-0.3462, 1.2424, 2.7009)
H (0.8494, -2.5732, 0.2633)
H (2.4862, -3.0988, 0.1886)
O (1.7434, -2.5601, -0.2367)
H (-0.9325, 3.9691, 0.4472)
H (-1.5114, 3.0409, -0.6424)
O (-0.6981, 3.5925, -0.3546)

Atoms 1-2, force components in eV/Å:
C -5.47 -0.13 3.34
C 1.78 2.08 -0.36

Here are the Löwdin charges for atoms 1 to 8, given in e: -0.17, -0.16, 0.07, 0.14, 0.09, 0.17, 0.10, 0.13